1.
{
  "formula": "C8H4BrClO3",
  "method": "wB97M-V/def2-TZVPD",
  "multiplicity": 1,
  "max_force_ha_per_bohr": 0.06801,
  "smiles": "O=C1O[C@]12C=CC=C(Cl)/C2=C(\\O)Br",
  "relative_energy_kj_mol": 57.48,
  "homo_energy_ev": -8.44,
  "lumo_energy_ev": -0.77,
  "energy_ha": -3567.05820,
  "mol_weight_g_mol": 263.47,
  "elements": ["O", "C", "O", "C", "C", "C", "C", "C", "Cl", "C", "C", "O", "Br", "H", "H", "H", "H"],
  "xyz": [[0.4148, 2.5491, -2.2550], [0.0363, 1.5365, -1.7835], [-0.8471, 0.6300, -2.0442], [-0.2954, 0.6504, -0.6543], [-1.4101, 1.1609, 0.2797], [-1.6192, 0.6007, 1.4787], [-0.9450, -0.6159, 1.8568], [-0.0894, -1.2396, 0.9811], [0.5898, -2.7702, 1.4623], [0.4254, -0.5594, -0.1931], [1.5985, -0.8528, -0.7755], [2.4037, -1.8620, -0.3406], [2.3044, -0.0258, -2.3084], [-2.0658, 2.0276, 0.0038], [-2.3766, 1.1136, 1.9470], [-1.3393, -0.9433, 2.8043], [3.2150, -1.3998, -0.4592]],
  "nbo_charge": [-0.54, 0.78, -0.45, 0.09, -0.18, -0.21, -0.24, 0.02, 0.04, -0.25, 0.30, -0.64, 0.12, 0.23, 0.22, 0.24, 0.48]
}

***

2.
{
  "formula": "C8H4S3",
  "method": "wB97M-V/def2-TZVPD",
  "multiplicity": 1,
  "max_force_ha_per_bohr": 0.04435,
  "smiles": "c1scc2c1sc1cscc12",
  "relative_energy_kj_mol": 0.00,
  "homo_energy_ev": -8.02,
  "lumo_energy_ev": 0.38,
  "energy_ha": -1501.79506,
  "mol_weight_g_mol": 196.32,
  "elements": ["C", "S", "C", "C", "C", "S", "C", "C", "S", "C", "C", "H", "H", "H", "H"],
  "xyz": [[1.0869, -2.1505, 1.4144], [2.4147, -2.2869, 0.2439], [1.8057, -0.9323, -0.7405], [0.5960, -0.5402, -0.2223], [0.1970, -1.1914, 1.0046], [-1.2636, -0.5363, 1.7289], [-1.3208, 0.6682, 0.4407], [-2.1543, 1.7455, 0.1859], [-1.6565, 2.5605, -1.2979], [-0.2695, 1.5110, -1.5011], [-0.2685, 0.5571, -0.5367], [1.0453, -2.7116, 2.3060], [2.3033, -0.4245, -1.5487], [-2.9347, 2.1118, 0.8374], [0.4190, 1.6195, -2.3145]],
  "nbo_charge": [-0.39, 0.40, -0.36, -0.11, -0.21, 0.36, -0.20, -0.41, 0.42, -0.37, -0.11, 0.24, 0.24, 0.24, 0.24]
}

***

3.
{
  "formula": "C8H4Si",
  "method": "wB97M-V/def2-TZVPD",
  "multiplicity": 1,
  "max_force_ha_per_bohr": 0.09097,
  "smiles": "C#C[Si](C#C)(C#C)C#C",
  "relative_energy_kj_mol": 0.00,
  "homo_energy_ev": -10.04,
  "lumo_energy_ev": 0.44,
  "energy_ha": -596.47091,
  "mol_weight_g_mol": 128.21,
  "elements": ["C", "C", "Si", "C", "C", "C", "C", "C", "C", "H", "H", "H", "H"],
  "xyz": [[2.5695, 1.5930, -0.5749], [1.7115, 0.8132, -0.3452], [0.1933, -0.2510, -0.2471], [-0.3018, -0.4241, 1.5475], [-0.4463, -0.3184, 2.7081], [0.2820, -1.7779, -1.2095], [0.1410, -2.8496, -1.7674], [-1.4792, 0.9178, -0.6326], [-2.4028, 1.6205, -0.3555], [3.3309, 2.2851, -0.4721], [-0.8468, -0.1695, 3.6407], [0.2892, -3.7715, -2.2227], [-3.0405, 2.3325, -0.0694]],
  "nbo_charge": [-0.13, -0.47, 1.53, -0.45, -0.16, -0.52, -0.09, -0.37, -0.23, 0.23, 0.22, 0.23, 0.21]
}

***

4.
{
  "formula": "C8H5BrF2NO4Sn",
  "method": "wB97M-V/def2-TZVPD",
  "total_charge": -1,
  "multiplicity": 1,
  "max_force_ha_per_bohr": 0.02366,
  "relative_energy_kj_mol": 104.31,
  "homo_energy_ev": -4.26,
  "lumo_energy_ev": 2.53,
  "energy_ha": -3651.76404,
  "mol_weight_g_mol": 415.74,
  "elements": ["Sn", "O", "C", "O", "C", "C", "C", "C", "C", "N", "C", "O", "O", "H", "H", "H", "H", "F", "C", "F", "H", "Br"],
  "xyz": [[-1.3274, 1.4641, 1.5204], [-1.2118, -1.0726, -3.5141], [-1.1428, -0.7432, -2.2082], [-2.0863, -0.2521, -1.6449], [0.1813, -0.9911, -1.5902], [1.2212, -1.5898, -2.2860], [2.4310, -1.7574, -1.6366], [2.5757, -1.2758, -0.3520], [1.4895, -0.6676, 0.2770], [0.3113, -0.5658, -0.3239], [1.7112, -0.0722, 1.6981], [2.8137, -0.3347, 2.1774], [0.8054, 0.6270, 2.2530], [-2.1023, -0.8584, -3.8199], [1.0703, -1.9147, -3.3054], [3.2583, -2.2370, -2.1439], [3.5027, -1.3603, 0.1967], [-3.1892, 3.8505, 1.9427], [-2.5246, 3.1517, 2.9779], [-1.7615, 4.1414, 3.6090], [-3.3225, 2.8995, 3.6934], [-2.7033, -0.4414, 2.4795]],
  "nbo_charge": [1.03, -0.70, 0.75, -0.56, 0.04, -0.21, -0.20, -0.20, 0.11, -0.37, 0.76, -0.69, -0.79, 0.50, 0.23, 0.21, 0.25, -0.42, 0.17, -0.41, 0.10, -0.60]
}

***

5.
{
  "formula": "C8H5BrNO3P",
  "method": "wB97M-V/def2-TZVPD",
  "multiplicity": 1,
  "max_force_ha_per_bohr": 0.10486,
  "smiles": "O=C1NC(=O)c2cc(P(O)Br)ccc21",
  "homo_energy_ev": -9.22,
  "lumo_energy_ev": -1.71,
  "energy_ha": -3503.54061,
  "mol_weight_g_mol": 274.01,
  "elements": ["O", "C", "N", "C", "O", "C", "C", "C", "P", "O", "Br", "C", "C", "C", "H", "H", "H", "H", "H"],
  "xyz": [[3.3088, 1.6986, 1.6811], [2.3762, 1.5767, 0.8566], [1.8124, 2.6222, -0.0667], [1.3113, 1.9788, -1.3275], [1.4668, 2.3296, -2.5105], [0.5854, 0.6783, -0.7518], [-0.6570, -0.1130, -1.2011], [-1.0845, -1.3076, -0.2585], [-2.8692, -2.0153, -0.3262], [-3.9800, -0.7230, -0.5728], [-3.1565, -2.7878, 1.8295], [0.0070, -1.8696, 0.7365], [1.3095, -1.0876, 1.1014], [1.4584, 0.3245, 0.4886], [0.9362, 2.8358, 0.4618], [-1.2422, 0.2092, -2.1211], [-3.5106, 0.0253, -1.0190], [-0.2050, -2.8907, 1.2220], [2.1331, -1.4843, 1.7777]],
  "nbo_charge": [-0.47, 0.68, -0.71, 0.69, -0.47, -0.12, -0.22, -0.37, 1.06, -0.96, -0.25, -0.19, -0.17, -0.14, 0.39, 0.25, 0.50, 0.25, 0.26]
}

***

6.
{
  "formula": "C8H5Cl2NO3RuV",
  "method": "wB97M-V/def2-TZVPD",
  "total_charge": 4,
  "multiplicity": 8,
  "max_force_ha_per_bohr": 0.21503,
  "relative_energy_kj_mol": 169.53,
  "homo_energy_ev": [-24.91, -26.25],
  "lumo_energy_ev": [-17.77, -20.25],
  "energy_ha": -2545.44905,
  "s2": 15.8273,
  "mol_weight_g_mol": 386.05,
  "elements": ["V", "Ru", "Cl", "Cl", "C", "C", "C", "O", "O", "O", "C", "C", "C", "N", "C", "C", "H", "H", "H", "H", "H"],
  "xyz": [[0.2659, -2.2708, -1.5122], [0.5737, -0.6263, 0.0762], [0.4805, -3.3705, -3.4269], [1.1458, -2.7650, 0.8312], [-0.7988, -0.0914, 1.1163], [-1.0090, -0.8565, -1.5284], [-1.1303, -3.0491, -0.6087], [-1.7141, 0.2160, 1.7594], [-2.0146, -0.2790, -1.7953], [-2.0377, -3.5341, -0.0548], [2.4368, 3.4032, -1.8152], [3.1853, 2.5737, -0.9794], [2.5910, 1.4147, -0.4881], [1.2894, 1.0986, -0.7336], [0.6029, 1.8109, -1.6629], [1.1480, 2.9957, -2.1773], [2.8348, 4.3550, -2.1739], [4.1989, 2.8349, -0.6833], [3.1203, 0.6908, 0.1153], [-0.3639, 1.3952, -1.9914], [0.5527, 3.5568, -2.8998]],
  "nbo_charge": [0.61, 0.64, 0.44, -0.02, 0.60, 0.37, 0.50, -0.14, -0.20, -0.16, -0.09, -0.03, 0.26, -0.56, 0.26, -0.02, 0.34, 0.33, 0.27, 0.26, 0.32]
}